# 1
Computed, not measured: a cluster of 2 separate species, CH2NP in total, with ωB97M-V/def2-TZVPD.

Each line ends with the Mulliken charge.
CARTESIAN COORDINATES (ANGSTROEM)
C: 0.459 -0.295 0.348  -0.024
N: 0.348 0.943 0.282  -0.300
P: -1.268 0.102 0.006  0.029
H: 1.698 -1.019 0.709  0.269
H: -1.237 0.269 -1.344  0.026

**Charge**: 0
**Spin multiplicity**: 1
**HOMO energy**: -9.569 eV
**Relative energy (zero: lowest compared OMol25 entry of this formula, charge and spin)**: 2.5316 eV

=====

# 2
Computed, not measured: an isolated molecule of C4H5FN2O, with ωB97M-V/def2-TZVPD.

Each line ends with the Mulliken charge.
CARTESIAN COORDINATES (ANGSTROEM)
C: -0.215 1.697 1.591  -0.578
O: 0.841 0.893 1.073  -0.381
C: 0.397 0.057 0.070  0.460
N: -0.905 0.025 -0.350  -0.494
C: -0.994 -0.935 -1.250  -0.301
N: 0.224 -1.614 -1.377  -0.071
C: 1.087 -1.004 -0.498  0.209
F: 2.334 -1.401 -0.612  -0.288
H: -0.515 1.347 2.662  0.180
H: -0.993 1.632 0.876  0.411
H: 0.166 2.698 1.770  0.214
H: -1.889 -1.217 -1.791  0.404
H: 0.460 -2.177 -2.165  0.235

**Charge**: 0
**Spin multiplicity**: 1
**HOMO energy**: -8.130 eV
**Relative energy (zero: lowest compared OMol25 entry of this formula, charge and spin)**: 1.2415 eV

=====

# 3
Computed, not measured: a structure of composition C31H84O13, with ωB97M-V/def2-TZVPD.

Each line ends with the Mulliken charge.
CARTESIAN COORDINATES (ANGSTROEM)
C: 0.341 0.521 -4.475  0.068
C: -0.571 -0.668 -4.706  -0.094
O: -1.727 0.092 -5.116  -0.580
O: 1.712 -0.054 -4.145  -0.497
H: 0.074 0.974 -3.697  -0.436
H: 0.344 1.138 -5.331  0.633
H: -0.734 -1.215 -3.910  -0.097
H: -0.279 -1.269 -5.580  0.373
H: -2.032 0.440 -4.203  0.296
H: 2.324 -0.195 -4.999  0.239
C: 0.329 0.572 0.751  -0.641
C: -0.673 -0.053 -0.166  -0.195
O: -1.944 0.534 -0.185  0.071
O: 1.378 -0.361 0.884  3.642
H: -0.243 0.760 1.549  0.283
H: 0.793 1.512 0.471  -0.289
H: -0.930 -1.061 0.205  -0.485
H: -0.375 -0.150 -1.156  0.145
H: -2.540 0.433 0.706  -0.142
H: 1.871 -0.437 0.064  -0.931
C: 0.865 -3.796 4.161  -1.715
C: 0.312 -2.813 3.130  1.813
C: -1.208 -3.008 3.123  -1.676
O: 0.612 -1.509 3.487  -0.750
H: 0.312 -3.806 5.081  0.424
H: 1.924 -3.942 4.133  0.426
H: 0.609 -4.811 3.940  0.468
H: 0.683 -3.052 1.931  -0.559
H: -1.500 -3.900 2.516  0.408
H: -1.693 -2.368 2.473  -0.001
H: -1.653 -3.175 3.980  0.742
H: 0.899 -1.072 2.807  -0.289
C: 0.180 3.506 2.858  -0.629
C: 1.475 4.275 3.146  1.169
C: 1.476 5.719 2.747  -1.752
O: 1.667 4.211 4.494  -0.602
H: 0.270 2.356 2.866  -0.222
H: -0.177 3.934 1.852  0.167
H: -0.643 3.867 3.583  0.439
H: 2.281 3.807 2.512  -0.128
H: 0.685 6.145 3.213  0.526
H: 1.490 5.803 1.642  0.170
H: 2.369 6.175 3.033  0.531
H: 2.460 4.750 4.819  0.382
C: 1.325 2.705 -2.432  -2.367
C: 2.194 3.989 -2.242  0.418
C: 1.728 4.709 -0.948  -1.285
O: 3.519 3.727 -1.984  -0.536
H: 1.307 2.332 -3.480  0.592
H: 0.395 2.861 -2.415  1.602
H: 1.596 1.949 -1.685  0.219
H: 1.958 4.785 -3.031  0.154
H: 1.930 4.123 -0.163  0.034
H: 0.721 4.933 -0.969  0.517
H: 2.441 5.485 -0.483  0.424
H: 3.628 3.054 -2.478  0.302
C: 2.650 0.723 1.967  -0.115
C: 3.290 0.555 3.442  0.148
C: 3.901 -0.813 3.597  -0.492
O: 4.450 1.421 3.568  -0.641
H: 3.537 0.596 1.395  -0.448
H: 2.439 1.749 1.846  -0.869
H: 1.802 -0.089 1.612  -0.233
H: 2.619 0.953 4.083  0.655
H: 4.405 -0.961 4.622  0.423
H: 4.917 -1.013 2.886  0.127
H: 3.225 -1.363 3.277  -0.383
H: 4.775 1.339 4.502  0.345
C: 4.673 -0.365 0.007  -1.565
C: 3.948 -0.137 -1.378  1.245
C: 4.970 -0.448 -2.411  -1.904
O: 2.756 -0.866 -1.568  0.349
H: 5.654 0.242 -0.030  0.437
H: 5.038 -1.266 0.210  0.793
H: 3.900 -0.230 0.776  0.257
H: 3.687 0.829 -1.425  0.031
H: 5.350 -1.508 -2.407  0.309
H: 5.973 0.033 -2.069  0.407
H: 4.690 -0.060 -3.287  0.538
H: 2.395 -0.799 -2.384  -0.252
C: 1.780 -5.619 -0.372  -1.183
C: 1.867 -4.111 -0.899  -0.326
C: 0.569 -3.451 -0.978  -0.305
O: 2.655 -3.338 -0.077  -0.641
H: 2.719 -6.050 -0.164  0.424
H: 1.072 -6.029 -1.230  0.270
H: 1.144 -5.527 0.568  0.214
H: 2.378 -4.006 -1.775  0.788
H: 0.198 -3.887 -2.005  0.288
H: 0.468 -2.589 -1.309  0.148
H: -0.240 -3.724 -0.244  -0.101
H: 2.805 -2.501 -0.598  0.086
C: -4.261 3.350 -2.132  -1.539
C: -4.161 1.921 -2.766  0.672
C: -4.499 2.019 -4.291  -1.637
O: -2.860 1.331 -2.719  0.143
H: -3.638 4.094 -2.660  0.312
H: -3.840 3.271 -1.136  0.170
H: -5.125 3.677 -1.970  0.688
H: -4.760 1.318 -2.286  0.554
H: -4.842 1.139 -4.545  0.578
H: -3.578 2.234 -4.926  0.244
H: -5.514 2.487 -4.620  0.344
H: -2.788 1.098 -1.788  -0.169
C: -3.843 -4.080 0.187  -0.819
C: -3.616 -4.255 -1.413  0.157
C: -3.141 -2.859 -1.959  -2.506
O: -2.496 -5.069 -1.528  -0.496
H: -4.121 -5.096 0.634  0.343
H: -4.512 -3.331 0.272  0.464
H: -3.030 -3.647 0.631  -0.201
H: -4.548 -4.269 -2.026  0.349
H: -2.824 -3.178 -2.860  0.533
H: -2.224 -2.650 -1.372  0.725
H: -3.889 -2.241 -2.002  1.112
H: -2.121 -4.955 -2.470  0.369
C: -5.197 1.521 1.175  -0.973
C: -4.479 0.851 2.410  0.082
C: -4.762 -0.666 2.586  -0.705
O: -3.116 0.934 2.362  -0.388
H: -4.975 0.757 0.354  0.020
H: -4.905 2.591 1.041  0.278
H: -6.213 1.475 1.344  0.542
H: -4.836 1.324 3.380  0.376
H: -4.356 -1.050 1.760  -0.079
H: -5.938 -0.846 2.619  0.311
H: -4.347 -1.202 3.554  0.276
H: -2.657 0.848 3.233  0.266

**Charge**: 0
**Spin multiplicity**: 1
**HOMO energy**: -6.850 eV
**Relative energy (zero: lowest compared OMol25 entry of this formula, charge and spin)**: 23.6061 eV

=====

# 4
Computed, not measured: a cluster of 9 separate species, C15H51O18P3 in total, with ωB97M-V/def2-TZVPD.

Each line ends with the Mulliken charge.
CARTESIAN COORDINATES (ANGSTROEM)
C: -20.521 27.593 5.400  -0.356
O: -21.165 26.860 4.364  -0.401
P: -22.742 26.709 4.352  0.262
O: -23.369 26.400 5.641  0.080
O: -23.261 28.044 3.661  -0.305
C: -23.851 29.118 4.401  -0.412
O: -22.910 25.610 3.244  -0.440
C: -24.219 25.116 2.898  -0.527
H: -19.713 26.977 5.781  0.279
H: -21.187 27.957 6.187  -0.055
H: -20.118 28.536 5.014  0.306
H: -23.266 30.025 4.241  0.330
H: -23.859 28.880 5.464  0.164
H: -24.856 29.323 4.039  0.187
H: -24.429 24.219 3.478  0.270
H: -24.166 24.877 1.840  0.323
H: -24.991 25.852 3.115  0.169
C: -26.845 22.261 7.722  -0.392
O: -25.573 22.722 8.152  0.206
P: -24.958 22.212 9.522  0.399
O: -24.629 20.786 9.549  -0.770
O: -26.098 22.630 10.563  0.146
C: -26.208 21.913 11.799  -0.849
O: -23.794 23.257 9.849  -0.243
C: -22.595 23.219 9.081  -0.580
H: -27.468 23.101 7.429  -0.058
H: -27.383 21.789 8.551  0.316
H: -26.791 21.530 6.920  0.323
H: -26.805 21.019 11.612  0.282
H: -26.792 22.511 12.497  0.256
H: -25.236 21.685 12.229  0.329
H: -22.634 22.518 8.247  0.343
H: -21.760 22.920 9.717  0.314
H: -22.380 24.214 8.691  0.030
C: -28.960 25.825 7.996  -0.173
O: -29.402 24.467 7.992  0.504
P: -30.805 24.034 8.561  0.565
O: -31.012 24.102 10.016  -0.841
O: -30.974 22.586 7.943  -0.337
C: -30.907 22.357 6.543  -0.660
O: -31.801 24.978 7.735  -0.348
C: -33.206 24.982 7.971  -0.744
H: -29.743 26.470 7.599  0.325
H: -28.104 25.928 7.327  -0.090
H: -28.640 26.146 8.984  0.108
H: -31.709 21.677 6.272  0.278
H: -29.961 21.879 6.272  0.221
H: -30.917 23.284 5.967  0.307
H: -33.520 25.958 8.335  0.268
H: -33.474 24.227 8.712  0.340
H: -33.722 24.771 7.035  0.251
C: -21.908 27.446 8.957  -0.156
O: -21.304 28.664 9.383  -0.577
H: -21.160 26.663 8.805  0.273
H: -22.549 27.087 9.765  0.286
H: -22.508 27.597 8.060  -0.150
H: -21.317 29.287 8.655  0.325
C: -27.665 24.701 4.220  -0.605
O: -26.740 24.153 5.129  -0.441
H: -27.767 24.059 3.345  0.390
H: -28.658 24.889 4.648  0.108
H: -27.337 25.677 3.824  0.223
H: -26.640 24.816 5.833  0.260
C: -27.599 25.344 11.334  -0.047
O: -28.639 24.605 11.938  -0.588
H: -27.854 26.397 11.136  0.272
H: -26.767 25.415 12.034  0.372
H: -27.332 24.886 10.381  -0.368
H: -29.368 24.622 11.302  0.337
C: -28.255 29.097 9.889  -0.312
O: -29.558 28.754 9.457  -0.496
H: -27.913 30.055 9.480  0.297
H: -28.170 29.115 10.971  0.314
H: -27.494 28.400 9.506  -0.057
H: -29.631 29.029 8.539  0.297
C: -25.449 26.064 8.252  0.771
O: -25.798 26.185 6.862  0.027
H: -26.291 25.682 8.823  -0.866
H: -24.602 25.389 8.345  -0.199
H: -25.226 27.060 8.648  0.320
H: -24.951 26.197 6.373  0.269
C: -27.288 29.330 6.116  -0.795
O: -26.210 28.958 6.974  -0.502
H: -26.887 29.827 5.227  0.237
H: -27.873 28.462 5.806  0.310
H: -27.922 30.057 6.629  0.278
H: -26.197 27.981 6.973  0.290

**Charge**: 0
**Spin multiplicity**: 1
**HOMO energy**: -9.644 eV
**Relative energy (zero: lowest compared OMol25 entry of this formula, charge and spin)**: 0.0000 eV

=====

# 5
Computed, not measured: a cluster of 2 separate species, C4H12 in total, with ωB97M-V/def2-TZVPD.

Each line ends with the Mulliken charge.
CARTESIAN COORDINATES (ANGSTROEM)
C: 0.532 2.244 0.270  -0.750
C: -0.603 1.717 1.330  -0.721
H: -0.039 2.702 -0.511  0.258
H: 1.068 2.908 0.886  0.306
H: 1.083 1.439 -0.246  0.184
H: -1.473 2.357 1.418  0.323
H: -0.090 1.589 2.175  0.307
H: -1.083 0.783 0.878  0.092
C: 0.786 -2.049 -0.596  -0.861
C: -0.678 -1.865 -0.973  -0.784
H: 1.273 -1.165 -0.486  0.254
H: 0.978 -2.557 0.329  0.300
H: 1.212 -2.531 -1.458  0.302
H: -1.037 -2.969 -1.231  0.267
H: -0.926 -1.257 -1.860  0.269
H: -1.180 -1.580 -0.078  0.253

**Charge**: 0
**Spin multiplicity**: 1
**HOMO energy**: -11.283 eV
**Relative energy (zero: lowest compared OMol25 entry of this formula, charge and spin)**: 1.1933 eV

=====

# 6
Computed, not measured: a structure of composition C3H9N2O, with ωB97M-V/def2-TZVPD.

Each line ends with the Mulliken charge.
CARTESIAN COORDINATES (ANGSTROEM)
C: 2.175 1.254 -0.615  -0.172
C: -1.688 -0.030 0.023  -0.763
C: 0.718 -0.648 -0.198  0.144
N: 1.617 0.224 -0.630  -0.135
N: -0.630 -0.744 -0.762  -0.159
O: 0.936 -1.882 0.230  -0.542
H: 2.965 1.853 -1.009  0.372
H: -0.104 0.036 2.722  0.303
H: -1.486 -0.358 0.997  0.338
H: -1.604 1.110 0.063  0.327
H: -2.773 -0.299 -0.247  0.338
H: 0.079 -0.164 1.960  -0.233
H: -0.837 -1.730 -0.817  0.381
H: -0.758 -0.323 -1.739  0.396
H: 1.739 -1.941 0.812  0.404

**Charge**: +1
**Spin multiplicity**: 1
**HOMO energy (alpha / beta)**: -11.812 / -11.812 eV
**Relative energy (zero: lowest compared OMol25 entry of this formula, charge and spin)**: 6.4815 eV

=====

# 7
Computed, not measured: a cluster of 2 separate species, C20H31BrO4Si2 in total, with ωB97M-V/def2-TZVPD.

Each line ends with the Mulliken charge.
CARTESIAN COORDINATES (ANGSTROEM)
C: -0.861 2.927 -0.964  -0.908
Si: -1.177 1.529 -2.154  0.162
C: 0.003 1.558 -3.601  -1.152
C: -2.917 1.683 -2.826  -1.183
O: -0.980 0.123 -1.291  -0.037
C: -1.772 -1.026 -1.543  -0.868
C: -1.408 -2.125 -0.522  -2.215
C: -0.301 -1.721 0.416  0.672
C: -0.660 -1.024 1.579  0.304
C: 0.315 -0.618 2.493  0.439
C: 1.642 -0.935 2.281  -1.017
C: 1.967 -1.663 1.151  0.317
Br: 3.791 -2.194 1.094  -0.200
C: 1.052 -2.036 0.166  0.424
Si: 1.669 -2.990 -1.387  0.408
C: 1.835 -4.792 -0.867  -1.201
C: 0.541 -2.903 -2.882  -0.916
C: 3.276 -2.303 -2.067  -1.294
C: -0.051 0.139 3.719  0.228
O: 0.721 0.907 4.252  -0.619
C: -1.419 -0.090 4.228  -0.688
C: -2.362 -0.485 3.376  -0.767
C: -2.061 -0.642 1.922  0.545
O: -2.938 -0.423 1.117  -0.562
H: -1.804 3.172 -0.470  0.334
H: -0.148 2.645 -0.191  0.121
H: -0.502 3.821 -1.471  0.441
H: -0.278 2.382 -4.256  0.399
H: 1.045 1.650 -3.305  0.317
H: -0.114 0.637 -4.178  0.315
H: -3.167 0.912 -3.553  0.329
H: -3.008 2.655 -3.311  0.393
H: -3.638 1.643 -2.009  0.338
H: -2.833 -0.800 -1.449  0.407
H: -1.600 -1.377 -2.562  0.775
H: -1.165 -3.058 -1.017  0.736
H: -2.289 -2.330 0.080  0.684
H: 2.393 -0.642 2.997  0.569
H: 0.974 -5.345 -1.245  0.308
H: 2.739 -5.249 -1.263  0.365
H: 1.833 -4.903 0.216  0.355
H: 0.270 -1.878 -3.128  -0.011
H: -0.349 -3.524 -2.827  0.419
H: 1.141 -3.271 -3.716  0.506
H: 3.299 -1.218 -1.955  0.340
H: 4.152 -2.704 -1.570  0.352
H: 3.337 -2.526 -3.131  0.428
H: -1.617 0.120 5.269  0.462
H: -3.396 -0.620 3.659  0.454
C: 0.780 4.715 3.793  -1.065
C: 0.536 4.408 2.328  -0.143
O: 1.453 3.437 1.833  -0.501
H: 1.797 5.079 3.938  0.270
H: 0.083 5.468 4.165  0.361
H: 0.662 3.810 4.393  0.261
H: 0.680 5.296 1.714  0.366
H: -0.494 4.063 2.177  0.206
H: 1.323 2.637 2.355  0.239

**Charge**: 0
**Spin multiplicity**: 1
**HOMO energy**: -9.372 eV